Entry 1:
The following is a quantum chemistry calculation of the molecule C12H11NO at a distorted geometry, from the OMol25 dataset.

As for the structure (SMILES): Cc1ncccc1Oc1ccccc1. The calculated total energy comes out at -593.84245 Eh. As for the HOMO energy: -8.7 eV.

XYZ file:
```
25
Properties=species:S:1:pos:R:3:forces:R:3
C -1.05387 -2.85810 -0.95244 -0.2 0.3 -1.2
C -1.15648 -1.47809 -1.58248 0.3 -0.8 0.0
N -1.85248 -1.31180 -2.70147 0.1 -0.1 0.6
C -1.86625 -0.09022 -3.22772 -1.7 0.4 -1.1
C -1.18367 0.98403 -2.70953 -0.1 0.6 -1.0
C -0.37824 0.75695 -1.63463 0.9 1.5 1.1
C -0.38721 -0.44523 -1.03919 -0.7 -2.0 0.3
O 0.32917 -0.83269 0.05163 0.5 0.7 0.8
C 0.69989 0.10070 1.00963 1.2 0.1 1.2
C -0.19628 0.94950 1.69049 1.6 0.7 0.6
C 0.36683 1.78812 2.72477 -0.6 -1.1 -0.3
C 1.71225 1.67336 3.10257 -0.2 0.8 0.3
C 2.61638 0.86497 2.38523 -1.6 -0.6 0.5
C 2.09019 0.02844 1.41210 -1.6 1.2 -0.7
H -1.12394 -2.84044 0.12560 -0.3 0.0 0.2
H -0.05392 -3.22404 -1.19060 0.0 -0.2 0.1
H -1.79321 -3.50577 -1.44977 0.3 0.2 0.5
H -2.60588 0.06066 -4.05250 0.9 -0.2 0.5
H -1.21860 1.99505 -3.12373 -0.2 -0.5 -0.1
H 0.21747 1.52898 -1.17785 0.1 0.4 -0.1
H -1.26949 1.03688 1.50114 0.5 -0.3 -0.3
H -0.33990 2.42883 3.30752 0.8 -0.6 -0.6
H 2.04707 2.23567 3.99632 -0.1 -0.3 -0.8
H 3.64589 0.73752 2.68949 0.0 0.3 0.0
H 2.75427 -0.58330 0.84542 0.2 -0.6 -0.3
```
Forces are in eV/Å.

Atomic partial charges in e from the Löwdin method, atoms 1 to 2: C -0.012; C -0.249

Entry 2:
The following is a quantum chemistry calculation of a structure of composition C32H34As2LiNO8P, from the OMol25 dataset.

As for the charge: +1. The calculated total energy comes out at -6716.67978 Eh. As for the HOMO energy: -10.7 eV.

XYZ file:
```
79
Properties=species:S:1:pos:R:3:forces:R:3
Li 0.31091 -0.49199 0.40158 -0.3 0.2 -0.1
N -0.97574 -1.66627 -0.69576 -0.2 0.1 0.0
C -2.31790 -1.12247 -0.66617 0.1 -0.1 0.0
C -3.41036 -1.97838 -0.57166 0.0 0.0 0.0
C -4.69618 -1.46721 -0.56609 0.0 0.0 0.0
C -4.90655 -0.09739 -0.68130 0.0 0.0 0.0
C -3.81911 0.75330 -0.76414 0.0 0.0 0.0
C -2.51326 0.26016 -0.72211 0.1 0.0 0.1
P -1.04869 1.36400 -0.75414 -0.4 0.0 -0.2
C -1.41712 2.32784 -2.27011 0.1 -0.1 0.0
C -1.41779 1.60881 -3.46884 0.0 0.0 0.0
C -1.72513 2.23321 -4.66531 0.0 0.0 0.0
C -2.02596 3.59107 -4.68098 0.0 0.0 0.0
C -2.01920 4.31062 -3.49739 0.0 0.0 0.0
C -1.71606 3.68367 -2.29239 0.0 0.1 0.0
C -1.27078 2.52767 0.63234 0.0 0.0 0.0
C -0.29426 3.52206 0.75949 0.0 -0.1 0.0
C -0.35447 4.44010 1.79509 0.0 0.0 0.0
C -1.37616 4.35971 2.73312 0.0 0.0 0.0
C -2.32535 3.35384 2.63700 0.0 0.0 0.0
C -2.27651 2.43934 1.59146 0.0 0.0 0.0
H -1.02126 -2.67347 -0.58809 0.0 0.0 0.1
H -0.54198 -1.50879 -1.60714 0.0 0.0 0.0
H -3.25202 -3.05019 -0.52090 0.0 0.0 0.0
H -5.53891 -2.14269 -0.49238 0.0 0.0 0.0
H -5.91226 0.30130 -0.70726 0.0 0.0 0.0
H -3.97545 1.82244 -0.85678 0.0 0.0 0.0
H -1.19290 0.54532 -3.46473 0.0 0.0 0.0
H -1.73232 1.66279 -5.58568 0.0 0.0 0.0
H -2.26685 4.08286 -5.61461 0.0 0.0 0.0
H -2.25344 5.36750 -3.50343 0.0 0.0 0.0
H -1.72332 4.26153 -1.37650 0.0 0.0 0.0
H 0.51969 3.57288 0.04330 0.0 0.0 0.0
H 0.40022 5.21181 1.87596 0.0 0.0 0.0
H -1.42729 5.07734 3.54173 0.0 0.0 0.0
H -3.11114 3.27733 3.37776 0.0 0.0 0.0
H -3.02262 1.65755 1.53348 0.0 0.0 0.0
C 2.84600 -3.68344 1.72942 0.1 0.0 0.0
O 2.96538 -3.09619 0.41414 0.0 -0.1 -0.1
C 2.36393 -1.94754 0.20965 0.1 0.0 0.0
O 1.74216 -1.37251 1.10151 0.3 -0.2 0.1
C 2.29555 -1.42465 -1.18804 -0.1 0.1 0.3
C 2.80751 -2.01774 -2.28488 -0.1 0.0 -0.3
As 4.63057 -2.60792 -2.01235 0.1 0.0 0.1
C 5.35009 -2.89034 -3.80759 0.0 0.1 -0.1
C 5.14531 -0.65045 -1.78109 0.0 -0.2 -0.1
C 4.41521 0.34106 -1.27421 0.0 0.1 -0.1
As 2.36543 0.56952 -1.15172 0.5 0.1 0.1
C 2.13602 1.12278 -3.00520 0.0 0.0 -0.1
C 4.85460 1.77640 -1.10679 -0.1 0.0 0.1
O 4.07875 2.62332 -1.48365 0.0 0.0 -0.1
O 5.97189 2.16235 -0.50199 0.1 -0.1 0.0
C 6.81622 1.29826 0.26380 -0.1 0.0 -0.1
C 6.48722 -0.37664 -2.42677 0.0 0.2 0.3
O 6.54686 0.39417 -3.34098 0.0 0.0 -0.1
O 7.59470 -1.02637 -2.03255 -0.1 -0.1 0.0
C 7.62452 -1.92589 -0.91659 0.0 0.1 -0.1
C 2.12379 -1.68914 -3.58356 0.1 0.0 0.1
O 0.91861 -1.60587 -3.64709 0.0 -0.1 0.1
O 2.93530 -1.56264 -4.62190 0.0 0.0 0.0
C 2.28804 -1.27306 -5.87899 0.0 0.0 0.0
H 3.12646 -4.72269 1.60593 0.0 0.0 0.0
H 1.82896 -3.59339 2.09640 -0.1 0.0 0.0
H 3.52683 -3.18345 2.41359 0.0 0.0 0.0
H 4.70492 -3.59551 -4.32786 0.0 0.0 0.0
H 6.33259 -3.34264 -3.68469 0.0 0.0 0.0
H 5.42688 -1.97510 -4.38801 0.0 0.0 0.0
H 2.99907 0.84500 -3.60827 0.0 0.0 0.0
H 2.06810 2.20642 -2.97000 0.0 0.0 0.0
H 1.22162 0.71031 -3.42104 0.0 0.0 0.0
H 7.65596 0.97062 -0.34304 0.0 0.0 0.0
H 6.26199 0.44815 0.65310 0.0 -0.1 0.0
H 7.18330 1.89571 1.09241 0.0 0.0 0.0
H 8.58862 -1.78782 -0.43603 0.0 0.0 0.0
H 7.54724 -2.95236 -1.26955 0.0 0.0 0.0
H 6.83204 -1.72482 -0.20037 -0.1 0.1 0.0
H 3.08334 -1.23412 -6.61438 0.0 0.0 0.0
H 1.77484 -0.31561 -5.82021 0.0 0.0 0.0
H 1.57158 -2.05390 -6.12007 0.0 0.0 0.0
```
Forces are in eV/Å.

Atomic partial charges in e from the Löwdin method, atoms 1 to 2: Li 0.548; N 0.011

Entry 3:
The following is a quantum chemistry calculation of the molecule C4H8N4 at a distorted geometry, from the OMol25 dataset.

As for the structure (SMILES): [H]/N=C1/C[C@]1(N)/C=N/N. The calculated total energy comes out at -376.02042 Eh. As for the HOMO energy: -7.9 eV.

XYZ file:
```
16
Properties=species:S:1:pos:R:3:forces:R:3
H 1.11859 -1.02318 -2.87839 -1.4 0.0 -0.6
N 0.97471 -1.31423 -1.90513 1.7 1.0 -3.0
C 1.06565 -0.27420 -1.15337 -0.9 -3.3 0.7
C 1.37118 -0.94246 0.19995 -0.2 -0.5 2.5
C 0.63320 0.28967 0.14304 1.8 3.0 1.2
N 1.33542 1.56115 0.46919 -0.6 -0.2 0.2
C -0.77676 0.28441 0.61728 -1.5 0.1 -1.9
N -1.75346 0.32514 -0.23216 3.8 0.2 0.5
N -2.96658 0.26832 0.37482 -3.1 -0.2 1.0
H 0.84200 -1.86683 0.40306 0.1 0.1 -0.2
H 2.42259 -0.95297 0.44863 0.1 0.3 0.0
H 1.31664 1.73625 1.47316 -0.1 -0.1 -0.1
H 2.31835 1.52915 0.19807 -0.4 -0.2 0.0
H -0.92860 0.24137 1.71280 0.0 0.0 -0.5
H -3.33702 -0.68574 0.29700 0.3 0.3 0.1
H -3.63589 0.82415 -0.16794 0.4 -0.2 0.0
```
Forces are in eV/Å.

Atomic partial charges in e from the Löwdin method, atoms 1 to 2: H 0.045; N 0.114

Entry 4:
The following is a quantum chemistry calculation of a structure of composition C22H34BrNO3P2Pt at a distorted geometry, from the OMol25 dataset.

As for the multiplicity: 5. The calculated total energy comes out at -4515.06689 Eh. As for the HOMO energy (spin up / spin down): -5.0 / -8.1 eV.

XYZ file:
```
64
Properties=species:S:1:pos:R:3:forces:R:3
Pt 0.00151 -0.93277 -0.80352 -0.7 0.3 2.2
P 2.29603 -0.89540 -0.87240 1.0 -0.5 0.8
P -2.31970 -0.47119 -0.49641 -0.4 0.1 0.4
N 0.08441 0.31211 -2.20616 -0.1 1.5 -2.3
H 1.10256 -2.52843 1.00690 -0.7 -1.2 0.7
C 2.86575 -2.36992 -1.77089 0.5 0.1 0.0
H 3.96380 -2.39727 -1.77803 -0.2 -0.2 -0.1
H 2.49084 -2.32107 -2.80136 0.1 -0.1 0.2
H 2.47443 -3.27736 -1.29207 0.1 0.3 -0.1
C 3.18498 -0.87508 0.71054 0.5 0.0 0.0
H 4.25285 -1.07272 0.54357 -0.1 0.1 0.1
H 2.76381 -1.61238 1.40090 0.1 0.2 -0.2
H 3.04723 0.11476 1.16358 0.0 -0.3 -0.1
C 2.99936 0.52876 -1.75909 0.2 -0.1 0.0
H 4.09098 0.53978 -1.64604 -0.2 0.0 -0.1
H 2.57925 1.44589 -1.33021 0.1 -0.2 -0.1
H 2.73591 0.47633 -2.82080 0.1 0.1 0.2
C -3.26105 -1.84509 -1.23179 -0.4 0.1 0.1
H -4.33823 -1.66428 -1.12877 0.1 -0.1 -0.1
H -2.98297 -2.77924 -0.72740 0.0 0.3 -0.1
H -2.99403 -1.92066 -2.29313 -0.1 0.0 0.2
C -2.85174 -0.33331 1.23616 -0.4 0.1 -0.1
H -3.94955 -0.32959 1.27815 0.2 0.0 0.2
H -2.45944 0.60459 1.65152 -0.1 -0.2 -0.1
H -2.45339 -1.18026 1.80812 -0.1 0.2 -0.2
C -2.88608 1.04838 -1.31239 -0.5 0.0 0.1
H -3.96890 1.16020 -1.16268 0.2 0.2 -0.2
H -2.65815 1.00572 -2.38369 -0.1 0.0 0.2
H -2.36467 1.89998 -0.85683 -0.1 -0.2 -0.1
C 0.01763 1.14946 -3.20956 0.0 1.0 -1.4
C -0.01183 1.58389 -5.63001 0.0 0.1 0.2
C -0.00862 0.68571 -4.58185 0.0 -0.1 0.7
C 0.00303 2.58138 -2.99227 0.0 -0.6 0.2
C -0.00818 3.45650 -4.06315 0.0 -0.3 0.1
C -0.00884 2.96612 -5.37754 0.0 0.1 -0.1
H -0.01581 1.20933 -6.65494 0.0 0.2 0.3
H -0.01660 -0.39743 -4.73075 0.0 0.4 -0.1
H 0.00676 2.91946 -1.95137 0.0 0.0 -0.4
H -0.01393 4.53065 -3.87220 0.0 -0.3 -0.1
H -0.00507 3.66640 -6.21582 0.0 -0.2 0.3
C 0.17376 -3.16938 1.11673 0.4 1.0 -0.5
O -0.75124 -2.49825 0.27406 0.3 -0.8 -0.1
C 0.39326 -4.57619 0.56835 0.2 -0.5 0.1
H 0.28818 -5.32195 1.36718 0.0 0.1 -0.2
H 1.40411 -4.67677 0.15473 -0.2 -0.1 0.0
H -0.33928 -4.81047 -0.21620 0.2 0.1 0.2
C -0.36129 -3.13343 2.53598 0.1 0.1 0.4
H -1.43404 -3.37862 2.54521 0.3 0.0 -0.1
H -0.20906 -2.13273 2.96058 -0.2 -0.3 -0.1
H 0.16405 -3.85935 3.16889 -0.1 0.1 -0.1
Br -1.28845 3.56485 1.39758 -0.2 0.4 0.2
C -0.58261 3.02646 3.07517 0.6 -0.5 0.9
C -0.76425 3.89531 4.16394 0.1 -0.3 0.0
C -0.31392 3.54056 5.44298 0.0 -0.3 -0.5
C 0.32018 2.30602 5.63908 -0.1 0.2 -0.2
C 0.51359 1.44724 4.55845 -0.1 0.4 -0.2
C 0.09312 1.79737 3.25970 -0.3 0.5 0.1
C 0.38271 0.81860 2.13295 0.5 -1.5 -0.1
O 0.79291 -0.32552 2.46570 -0.5 1.5 -0.5
O 0.19632 1.23932 0.94332 0.2 -0.9 0.0
H -1.26633 4.84636 4.00494 0.1 -0.2 0.0
H -0.47105 4.22517 6.27541 0.1 -0.2 -0.2
H 0.67192 2.01161 6.62979 -0.1 0.1 -0.3
H 1.00304 0.48180 4.68918 -0.1 0.3 -0.1
```
Forces are in eV/Å.

Atomic partial charges in e from the Löwdin method, atoms 1 to 2: Pt 1.028; P 0.647

Entry 5:
The following is a quantum chemistry calculation of the molecule C3H6N2O, from the OMol25 dataset.

As for the structure (SMILES): C/N=C/NC=O. The calculated total energy comes out at -302.64434 Eh. As for the HOMO energy: -10.1 eV.

XYZ file:
```
12
Properties=species:S:1:pos:R:3:forces:R:3
C -2.10212 -0.08648 -0.66876 -0.2 0.0 -0.1
N -0.84634 -0.48803 -0.06718 0.4 0.1 -0.2
C 0.20460 -0.08076 -0.62821 -0.3 0.0 0.1
N 1.49457 -0.40917 -0.12832 0.1 -0.1 0.2
C 2.15123 0.39009 0.77006 0.2 -0.1 0.0
O 3.16223 0.07449 1.35522 -0.3 0.1 -0.2
H -2.67733 0.47862 0.07154 0.1 -0.1 -0.1
H -1.98560 0.52038 -1.58032 0.0 -0.1 0.2
H -2.68500 -0.97895 -0.91135 0.1 0.1 0.0
H 0.19167 0.54692 -1.52842 0.0 0.0 0.1
H 1.79742 -1.37387 -0.15800 -0.1 0.0 0.0
H 1.65807 1.37108 0.90104 0.1 -0.1 0.0
```
Forces are in eV/Å.

Atomic partial charges in e from the Löwdin method, atoms 1 to 2: C -0.135; N 0.018

Entry 6:
The following is a quantum chemistry calculation of a cluster of 2 separate species, C3H4N2O in total at a distorted geometry, from the OMol25 dataset.

The calculated total energy comes out at -301.35119 Eh. As for the HOMO energy: -7.6 eV.

XYZ file:
```
10
Properties=species:S:1:pos:R:3:forces:R:3
C -0.16056 2.50869 0.23891 0.2 1.0 0.2
C 0.65382 -1.76021 1.07383 0.0 -0.9 -0.5
C -0.79915 0.46330 -0.96110 -0.3 -0.1 -0.2
N -0.37449 1.42470 -0.23601 0.1 0.0 -1.1
N 0.92617 -1.48895 -0.07302 0.1 1.6 2.9
O 0.37736 -2.00465 2.18009 0.1 0.6 -0.2
H 0.42799 2.79623 1.10819 0.0 -0.6 0.0
H -0.30016 0.03210 -1.85047 -0.1 0.7 0.9
H -1.75896 0.10061 -0.65456 -0.3 -0.5 -0.1
H 1.00797 -2.07182 -0.82585 0.2 -1.6 -2.0
```
Forces are in eV/Å.

Atomic partial charges in e from the Löwdin method, atoms 1 to 2: C 0.046; C -0.378